DFT (ωB97M-V/def2-TZVPD) results for C44H44BrF6N2O6P4Sr as an isolated structure.

The geometry in ORCA input format:
```
! wB97M-V def2-TZVPD RIJCOSX def2/J DEFGRID3
* xyz -1 1
Sr -0.6171 0.2286 1.1569
C -1.6501 -1.5398 4.5798
P -0.9211 -2.1611 3.0082
C -2.1910 -3.4447 2.6277
C 0.3433 -3.3497 3.7116
C 0.9735 -4.2530 2.6359
P 2.0549 -3.3668 1.4141
C 3.5602 -3.1767 2.4757
C 2.6281 -4.8430 0.4543
H -1.9601 -2.3707 5.2165
H -2.5157 -0.9371 4.3090
H -0.9461 -0.9066 5.1230
H -2.1199 -4.2516 3.3598
H -2.0680 -3.8516 1.6238
H -3.1796 -2.9989 2.7034
H -0.1612 -3.9857 4.4449
H 1.1130 -2.7847 4.2473
H 0.1790 -4.7376 2.0591
H 1.5617 -5.0485 3.1052
H 3.8270 -4.1214 2.9545
H 3.3854 -2.4211 3.2432
H 4.3906 -2.8361 1.8547
H 2.9841 -5.6469 1.1033
H 3.4431 -4.5306 -0.2020
H 1.8195 -5.2186 -0.1745
N 0.1514 1.2844 -1.8292
P 1.0642 -0.0256 -1.2117
C 2.6790 0.4008 -1.9994
C 3.6249 -0.6157 -2.1561
C 4.8405 -0.3679 -2.7699
C 5.1377 0.9077 -3.2349
C 4.2230 1.9326 -3.0538
C 3.0061 1.6826 -2.4307
C 0.7100 -1.4496 -2.3331
C 0.6972 -1.3009 -3.7150
C 0.3213 -2.3572 -4.5305
C -0.0322 -3.5749 -3.9701
C 0.0181 -3.7452 -2.5948
C 0.3932 -2.6873 -1.7840
P -1.4483 1.6709 -1.3036
C -2.5067 1.0026 -2.6657
C -2.0638 0.9382 -3.9837
C -2.8420 0.3454 -4.9639
C -4.0850 -0.1808 -4.6397
C -4.5733 -0.0502 -3.3501
C -3.7914 0.5531 -2.3750
C -1.4962 3.4082 -1.9504
C -0.3620 4.1810 -2.1792
C -0.4714 5.4934 -2.6210
C -1.7195 6.0613 -2.8201
C -2.8609 5.3111 -2.5640
C -2.7480 4.0003 -2.1332
H 0.2488 1.3544 -2.8388
H 3.3843 -1.6138 -1.8056
H 5.5540 -1.1720 -2.9019
H 6.0790 1.0992 -3.7349
H 4.4538 2.9312 -3.4044
H 2.3039 2.4919 -2.2768
H 0.9906 -0.3580 -4.1666
H 0.2925 -2.2257 -5.6057
H -0.3596 -4.3892 -4.6042
H -0.2797 -4.6888 -2.1566
H 0.4142 -2.7977 -0.7069
H -1.1109 1.3747 -4.2648
H -2.4787 0.2878 -5.9832
H -4.6756 -0.6873 -5.3928
H -5.5476 -0.4454 -3.0913
H -4.1806 0.6740 -1.3717
H 0.6156 3.7531 -1.9945
H 0.4226 6.0757 -2.8109
H -1.8052 7.0816 -3.1726
H -3.8408 5.7493 -2.7085
H -3.6421 3.4190 -1.9374
O -5.8792 -2.3367 -0.6580
C -4.7983 -2.0804 -0.1793
C -4.5088 -1.4923 1.1759
O -5.2252 -1.5367 2.1600
C -3.1683 -0.9056 1.0697
C -2.5939 -1.2519 -0.1776
O -1.4707 -0.7831 -0.5879
C -3.4566 -2.2206 -0.8580
O -3.1794 -2.9908 -1.7588
O -2.5647 -0.2280 1.9708
C 0.0203 4.5169 1.2626
C -0.1745 3.2897 2.1705
O 0.1551 2.1089 1.6118
C -1.6606 3.2880 2.6273
F -1.9300 2.3168 3.5142
F -2.4644 3.0866 1.5686
F -2.0447 4.4584 3.1940
C 0.7103 3.5189 3.4302
F 0.5019 2.6067 4.4001
F 0.5562 4.7318 4.0079
F 2.0142 3.4272 3.0870
H -0.5794 4.3734 0.3686
H 1.0726 4.5702 0.9853
H -0.2755 5.4387 1.7606
Br 2.4668 0.4804 6.5492
C 2.7845 0.4937 4.6845
C 3.9853 0.9577 4.1835
C 4.1673 0.9173 2.8101
C 3.1468 0.4208 2.0154
N 1.9932 -0.0195 2.5061
C 1.8099 0.0248 3.8194
H 4.7475 1.3438 4.8459
H 5.0930 1.2603 2.3685
H 3.2554 0.3638 0.9369
H 0.8564 -0.3277 4.1923
*
```

Frontier orbital gap in eV: 6.60
HOMO energy in Eh: -0.1660

Atomic partial charges in e from the Löwdin method, atoms 1 to 6: Sr 1.294; C -0.252; P 0.860; C -0.240; C -0.427; C -0.443

DFT (ωB97M-V/def2-TZVPD) results for a 2-piece molecular cluster, CH4NO2 overall.

The geometry in ORCA input format:
```
! wB97M-V def2-TZVPD RIJCOSX def2/J DEFGRID3
* xyz 0 2
O -0.4178 -0.1022 1.9304
H 0.0776 0.0522 1.1124
C 0.7627 0.2021 -0.6011
N -0.1034 -0.2482 -1.5595
O 0.8198 1.3052 -0.1641
H 0.0890 -0.6495 2.5287
H -0.6572 0.5722 -1.7848
H -0.5707 -1.1318 -1.4622
*
```

Frontier orbital gap (spin up / spin down) in eV: 10.10 / 10.26
HOMO energy (spin up / spin down) in Eh: -0.3340 / -0.4081

Atomic partial charges in e from the Löwdin method, atoms 1 to 6: O -0.065; H -0.049; C -0.312; N 0.111; O 0.079; H 0.034

So what do the calculations give for E_tot? Going down the list: -6833.597466, -245.673364 hartree.
So what do the calculations give for max |F|? Going down the list: 3.4, 1.5 eV/Å.